1.
119
Properties=species:S:1:pos:R:3 method="wB97M-V/def2-TZVPD" charge=+1 e_lumo_ha="-0.170 / -0.170" e_above_lowest_kj_mol=156.2 homo_ev="-9.930 / -9.930" orbital_gap_ev="5.29 / 5.30" energy_ev=-143877.1935
Pb 9.3945 -14.7501 -12.7713
C 14.2444 -7.3946 -13.4576
C 14.2807 -8.2406 -12.1532
C 13.5709 -7.4691 -11.0093
P 13.3685 -9.8414 -12.4811
C 14.5609 -10.7941 -13.5432
C 14.1093 -12.2976 -13.8545
C 16.0343 -10.9468 -13.0223
C 13.5684 -10.7202 -10.8364
C 14.8107 -10.6684 -10.2423
C 15.0879 -11.1326 -8.9029
C 14.0464 -11.7135 -8.2091
C 12.7995 -11.7949 -8.8237
C 12.5019 -11.3225 -10.0914
Si 10.7690 -11.8271 -10.8081
C 9.8547 -10.4457 -11.6283
C 10.1112 -9.1764 -11.0909
C 9.3334 -8.0847 -11.4898
C 8.2864 -8.2259 -12.3942
C 8.0491 -9.4759 -12.9125
C 8.8105 -10.6203 -12.5850
P 8.4620 -12.1690 -13.4851
C 9.1819 -11.8961 -15.1822
C 10.6932 -11.8905 -15.2067
C 8.6747 -10.5639 -15.7510
C 6.6274 -12.2049 -13.6649
C 6.0171 -12.3807 -12.2644
C 6.3658 -13.3247 -14.6519
C 9.6821 -12.2992 -9.3523
C 9.5292 -11.1979 -8.4901
C 8.5651 -11.1286 -7.4686
C 7.6672 -12.1795 -7.3085
C 7.7708 -13.2658 -8.2000
C 8.7500 -13.3180 -9.2063
P 8.8691 -14.8762 -10.1309
C 7.3858 -15.8589 -9.7836
C 7.2365 -16.8762 -10.8817
C 7.3035 -16.5713 -8.4544
C 10.1853 -15.8932 -9.2536
C 11.4973 -15.8088 -9.9950
C 10.4106 -15.6133 -7.7534
H 15.0186 -6.6304 -13.5144
H 13.3663 -6.8405 -13.5531
H 14.3664 -7.9743 -14.3780
H 15.3013 -8.4591 -11.9441
H 12.4808 -7.5798 -11.1333
H 13.9199 -6.5199 -10.8200
H 13.7224 -7.9635 -10.0701
H 14.6496 -10.2431 -14.4954
H 13.9079 -12.9397 -12.9628
H 14.8874 -12.7360 -14.4562
H 13.2294 -12.3023 -14.4781
H 16.1207 -11.6464 -12.2099
H 16.3947 -9.9066 -12.7635
H 16.6417 -11.2457 -13.8238
H 15.6561 -10.1851 -10.7574
H 16.0645 -11.1024 -8.3922
H 14.1695 -12.1569 -7.2369
H 11.9522 -12.2793 -8.2966
H 10.8517 -9.0617 -10.3054
H 9.4056 -7.0883 -11.0599
H 7.6582 -7.3831 -12.6214
H 7.1955 -9.5626 -13.5959
H 8.7815 -12.7076 -15.7648
H 11.1034 -11.1186 -14.5429
H 11.0442 -11.5888 -16.2489
H 11.1905 -12.8451 -14.9214
H 9.1023 -9.7212 -15.2615
H 7.6116 -10.4419 -15.7453
H 8.9138 -10.4515 -16.8329
H 6.2286 -11.2893 -14.0838
H 6.4583 -13.2602 -11.7976
H 4.8923 -12.4744 -12.3536
H 6.2011 -11.5913 -11.5893
H 6.5336 -14.3705 -14.2725
H 6.9479 -13.2011 -15.5606
H 5.3066 -13.3272 -14.9173
H 10.1961 -10.3320 -8.5619
H 8.5979 -10.2185 -6.8896
H 6.9480 -12.1618 -6.4552
H 7.0328 -14.0984 -8.2383
H 6.6081 -15.1092 -9.8736
H 8.0429 -17.6194 -10.8134
H 7.2000 -16.4521 -11.8868
H 6.3354 -17.4620 -10.7143
H 7.9642 -17.4467 -8.4837
H 6.2858 -16.9166 -8.2104
H 7.6098 -15.9805 -7.5805
H 9.8755 -16.9182 -9.5252
H 12.0364 -14.8667 -9.7827
H 11.4210 -15.9166 -11.0692
H 12.1623 -16.5721 -9.7283
H 10.8860 -14.6109 -7.5315
H 11.0775 -16.3515 -7.2581
H 9.4534 -15.5865 -7.2484
S 11.3932 -13.3410 -12.1033
S 14.0636 -16.9372 -11.9232
S 13.1418 -17.9428 -13.2769
S 11.2451 -17.5869 -13.4713
C 8.4868 -21.3023 -17.9047
C 8.9548 -19.9316 -17.5324
C 8.1393 -18.9209 -17.0497
C 8.5461 -17.6568 -16.7032
C 9.8952 -17.3795 -16.8852
C 10.7792 -18.3811 -17.2611
C 10.3385 -19.6553 -17.5890
S 10.5268 -15.6870 -16.5303
C 10.3445 -15.0382 -18.1616
O 9.5049 -14.9483 -15.7094
H 8.8525 -21.6323 -18.9341
H 7.3802 -21.3086 -18.0517
H 8.6718 -22.0583 -17.1323
H 7.0649 -19.0425 -16.9167
H 7.9485 -16.8805 -16.2571
H 11.8534 -18.1561 -17.3237
H 11.0249 -20.3885 -17.9973
H 9.3472 -14.6081 -18.2391
H 10.6457 -15.7364 -18.9178
H 11.0421 -14.2130 -18.2800

2.
124
Properties=species:S:1:pos:R:3 method="wB97M-V/def2-TZVPD" charge=+1 e_lumo_ha=-0.081 homo_ev=-9.962 orbital_gap_ev=7.76 energy_ev=-158685.3013
Pb 1.8717 1.4128 0.0484
C 2.0161 4.1051 2.8859
C 3.0757 3.0657 2.6907
C 3.1945 1.9815 3.5540
C 4.2157 1.0605 3.3995
C 5.1402 1.2013 2.3771
C 5.0292 2.2667 1.5026
C 3.9957 3.1813 1.6466
H 1.6810 4.1352 3.9215
H 1.1592 3.8859 2.2483
H 2.3976 5.0861 2.6115
H 2.4895 1.8618 4.3628
H 4.3067 0.2376 4.0927
H 5.9423 0.4884 2.2582
H 5.7611 2.3991 0.7212
H 3.9446 4.0292 0.9823
O -0.8920 5.2302 -0.1185
C -1.9095 4.7810 -0.8715
C -3.0104 5.6145 -1.0846
C -4.0467 5.2048 -1.8945
C -4.0195 3.9571 -2.4991
C -2.9594 3.1082 -2.2563
C -1.9013 3.5037 -1.4447
C -0.7976 2.5037 -1.1672
O 0.0869 2.8625 -0.2115
N -0.0984 2.2242 -2.4524
N 1.1764 1.9210 -2.4110
C 1.9080 1.8595 -3.4654
C 3.2995 1.5172 -3.4446
Br 4.2399 2.0318 -1.8319
C 4.0134 0.9566 -4.4339
C 3.4451 0.3376 -5.6160
C 4.2168 0.2286 -6.7759
C 3.7063 -0.3886 -7.9013
C 2.4242 -0.9163 -7.8878
C 1.6547 -0.8303 -6.7379
C 2.1632 -0.2204 -5.6081
H -0.2619 4.4698 -0.0307
H -3.0230 6.5795 -0.6010
H -4.8888 5.8593 -2.0540
H -4.8283 3.6428 -3.1411
H -2.9508 2.1154 -2.6904
H -1.2923 1.5347 -0.9126
H -0.4987 2.6042 -3.3064
H 1.4931 2.0955 -4.4482
H 5.0895 0.9017 -4.3441
H 5.2105 0.6513 -6.7905
H 4.3085 -0.4658 -8.7943
H 2.0225 -1.3957 -8.7682
H 0.6580 -1.2491 -6.7218
H 1.5854 -0.2074 -4.6960
O 0.2069 0.4678 1.4960
P -0.8000 0.2682 2.5787
N -0.0083 -0.3623 3.9001
C -0.6929 -0.7634 5.1227
C -0.4939 -2.2755 5.1967
C 0.9323 -2.4334 4.6717
C 1.0398 -1.3471 3.5951
N -1.9541 -0.8120 2.0252
C -2.3263 -0.8854 0.6215
C -3.7898 -0.4609 0.5771
C -4.3320 -1.0838 1.8642
C -3.1479 -1.0309 2.8413
N -1.6343 1.5724 3.2016
C -2.4033 2.4130 2.2786
C -2.0086 3.8430 2.6270
C -1.7705 3.7556 4.1292
C -1.0963 2.3938 4.2899
H -1.7403 -0.4667 5.0962
H -0.2086 -0.2865 5.9836
H -1.2038 -2.7718 4.5332
H -0.6099 -2.6732 6.2024
H 1.1282 -3.4320 4.2799
H 1.6478 -2.2342 5.4702
H 0.8812 -1.7555 2.5928
H 2.0164 -0.8569 3.6086
H -2.2446 -1.9242 0.2799
H -1.6642 -0.2592 0.0245
H -4.2999 -0.8308 -0.3081
H -3.8782 0.6238 0.5995
H -4.6139 -2.1194 1.6754
H -5.1998 -0.5587 2.2546
H -3.0481 -1.9679 3.3980
H -3.2629 -0.2092 3.5538
H -3.4768 2.2591 2.4490
H -2.1715 2.1663 1.2429
H -2.7739 4.5665 2.3552
H -1.0882 4.1113 2.1108
H -2.7248 3.7768 4.6576
H -1.1442 4.5635 4.4994
H -1.3321 1.9347 5.2519
H -0.0109 2.4828 4.2059
C -1.0279 -4.1136 1.5729
C -0.3484 -5.4530 1.3212
C 1.1766 -5.3655 1.2718
C 1.7290 -4.7562 -0.0211
N 1.8451 -3.3059 -0.0135
C 1.2972 -2.4395 -0.8744
S 2.1882 -1.0269 -1.2358
N 0.1507 -2.7260 -1.4800
C -0.4445 -1.9793 -2.5656
C -0.3603 -2.7600 -3.8796
C -1.2854 -3.9789 -3.9287
C -2.7467 -3.5859 -4.1086
H -2.1085 -4.2265 1.5220
H -0.7239 -3.3673 0.8454
H -0.7698 -3.7322 2.5563
H -0.7024 -5.8786 0.3790
H -0.6349 -6.1449 2.1157
H 1.5782 -6.3771 1.3479
H 1.5430 -4.7934 2.1240
H 1.1133 -5.0660 -0.8665
H 2.7333 -5.1538 -0.1919
H 2.6710 -2.9501 0.4488
H -0.2694 -3.6317 -1.3063
H 0.0933 -1.0343 -2.6523
H -1.4865 -1.7692 -2.3077
H 0.6761 -3.0696 -4.0355
H -0.6306 -2.0854 -4.6924
H -1.1756 -4.5856 -3.0247
H -0.9799 -4.5994 -4.7719
H -3.0973 -2.9784 -3.2778
H -3.3764 -4.4695 -4.1686
H -2.8686 -3.0148 -5.0259

3.
122
Properties=species:S:1:pos:R:3 method="wB97M-V/def2-TZVPD" charge=+2 e_lumo_ha=-0.211 e_above_lowest_kj_mol=100.8 homo_ev=-13.146 orbital_gap_ev=7.40 energy_ev=-154810.6018
Ta -0.1487 -0.0071 0.2173
C 2.0153 -6.5329 4.2628
C 0.5856 -6.0663 3.9566
C -0.2232 -5.9950 5.2592
C -0.0712 -7.0828 3.0239
C 0.6356 -4.6751 3.3287
C 0.1094 -4.3897 2.0763
C 0.1864 -3.0979 1.5975
Se -0.7266 -2.6561 -0.0145
C -2.4657 -2.4064 0.7077
C -3.3628 -3.4601 0.7834
C -4.6273 -3.2371 1.3071
C -4.9439 -1.9350 1.6995
C -4.0764 -0.8475 1.6304
C -2.8014 -1.1325 1.1340
O -1.8172 -0.1492 1.0218
C -4.5181 0.5564 2.0347
C -3.6608 1.0588 3.2054
C -4.4205 1.4572 0.7928
C -5.9737 0.5964 2.5059
C -5.6685 -4.3444 1.4554
C -5.1144 -5.7038 1.0313
C -6.1014 -4.4314 2.9257
C -6.8845 -4.0106 0.5803
C 0.8006 -2.0576 2.2923
O 0.8449 -0.8298 1.6239
C 1.3274 -2.3001 3.5663
C 1.2087 -3.6194 4.0217
C 2.0407 -1.3413 4.5264
C 2.1896 0.0680 3.9852
C 3.4504 -1.8756 4.8230
C 1.2281 -1.2568 5.8275
H 1.9951 -7.5287 4.7071
H 2.6169 -6.5803 3.3534
H 2.5170 -5.8691 4.9679
H -0.3050 -6.9876 5.7038
H 0.2516 -5.3437 5.9943
H -1.2324 -5.6208 5.0767
H -0.0683 -8.0645 3.4973
H -1.1124 -6.8297 2.8105
H 0.4655 -7.1753 2.0774
H -0.3716 -5.1582 1.4876
H -3.0716 -4.4401 0.4332
H -5.9365 -1.7589 2.0851
H -2.5939 1.0067 3.0087
H -3.9206 2.0936 3.4410
H -3.8569 0.4591 4.0956
H -3.4326 1.4447 0.3298
H -5.1201 1.1151 0.0286
H -4.6837 2.4858 1.0489
H -6.1358 -0.0215 3.3904
H -6.2296 1.6223 2.7728
H -6.6679 0.2804 1.7265
H -4.2430 -5.9913 1.6243
H -5.8773 -6.4674 1.1822
H -4.8400 -5.7250 -0.0254
H -5.2487 -4.6336 3.5768
H -6.5776 -3.5115 3.2664
H -6.8229 -5.2394 3.0515
H -6.6050 -3.9413 -0.4724
H -7.6400 -4.7910 0.6799
H -7.3451 -3.0661 0.8725
H 1.6107 -3.8316 5.0026
H 2.7604 0.0779 3.0535
H 1.2150 0.5228 3.8169
H 2.7245 0.6758 4.7176
H 4.0317 -1.9734 3.9039
H 3.9734 -1.1844 5.4857
H 3.4368 -2.8473 5.3137
H 0.2222 -0.8777 5.6361
H 1.1336 -2.2268 6.3138
H 1.7210 -0.5811 6.5284
C -3.4430 2.5285 -4.8515
Si -1.8319 1.6192 -5.0326
C -2.0907 -0.2161 -5.1894
C -0.8484 2.2545 -6.4828
C -0.7899 2.0447 -3.4795
C -0.0679 3.2368 -3.4856
C 0.7144 3.6431 -2.4039
C 0.7768 2.8280 -1.3026
N 0.0955 1.6713 -1.2598
C -0.6678 1.3031 -2.3053
S -1.4460 -0.2271 -1.9212
H -4.0440 2.4245 -5.7572
H -3.2856 3.5954 -4.6822
H -4.0299 2.1357 -4.0185
H -2.5001 -0.4024 -6.1855
H -2.7970 -0.6140 -4.4614
H -1.1616 -0.7837 -5.1078
H -1.3023 1.9067 -7.4128
H 0.1802 1.8875 -6.4642
H -0.8184 3.3441 -6.5365
H -0.1085 3.8775 -4.3590
H 1.2609 4.5747 -2.4212
H 1.3626 3.0908 -0.4340
C 5.0168 -2.0399 -1.4546
O 4.0913 -0.9236 -1.3440
P 2.9374 -0.9864 -0.2427
O 2.6519 0.6392 -0.0932
C 3.7496 1.5110 0.2561
O 1.4888 -1.1012 -1.1412
C 1.5473 -1.0942 -2.6063
H 5.8954 -1.6544 -1.9602
H 4.5651 -2.8345 -2.0441
H 5.2834 -2.4071 -0.4650
H 3.3671 2.5273 0.2707
H 4.5304 1.4287 -0.4952
H 4.1502 1.2570 1.2398
H 1.0460 -0.2157 -2.9876
H 1.0446 -1.9937 -2.9501
H 2.5891 -1.0900 -2.9085
C 0.0015 4.3588 2.5656
C -1.1514 3.9218 1.9308
C -1.1600 2.6724 1.3497
N -0.0909 1.8563 1.3767
C 1.0233 2.2855 1.9903
C 1.1073 3.5245 2.5930
H 0.0370 5.3358 3.0290
H -2.0395 4.5352 1.8837
H -2.0365 2.3035 0.8395
H 1.8545 1.6038 1.9907
H 2.0260 3.8195 3.0795